Record 1
{
  "formula": "C24H25N5ORhS2",
  "method": "ωB97M-V/def2-TZVPD",
  "elements": ["Rh", "C", "C", "N", "N", "C", "N", "S", "C", "C", "C", "C", "C", "N", "H", "H", "H", "H", "H", "H", "H", "H", "H", "C", "O", "H", "H", "H", "H", "S", "C", "N", "C", "C", "C", "C", "H", "H", "H", "H", "H", "C", "C", "C", "C", "C", "C", "C", "C", "C", "C", "H", "H", "H", "H", "H", "H", "H"],
  "coordinates": [[0.637, 0.314, 0.217], [-3.114, -1.694, 1.616], [-1.894, -1.256, 0.875], [-1.111, -0.332, 1.370], [-1.253, 0.165, 2.593], [-0.159, 0.515, 3.188], [-0.158, 1.051, 4.416], [1.419, 0.278, 2.413], [-1.399, -1.889, -0.310], [-2.020, -3.000, -0.911], [-1.429, -3.619, -1.984], [-0.198, -3.144, -2.451], [0.370, -2.059, -1.818], [-0.201, -1.433, -0.790], [-3.523, -0.842, 2.153], [-2.857, -2.455, 2.351], [-3.866, -2.095, 0.945], [-1.011, 1.079, 4.948], [0.718, 1.177, 4.894], [-2.957, -3.369, -0.525], [-1.890, -4.476, -2.452], [0.292, -3.619, -3.287], [1.320, -1.661, -2.157], [0.976, 1.823, -3.410], [0.281, 0.827, -2.673], [1.378, 2.600, -2.758], [0.316, 2.291, -4.144], [1.801, 1.328, -3.920], [-0.534, 1.216, -2.315], [-2.789, 0.051, -2.319], [-2.579, -0.839, -3.725], [-1.404, -0.741, -4.405], [-1.198, -1.331, -5.599], [-2.176, -2.083, -6.182], [-3.390, -2.269, -5.488], [-3.586, -1.662, -4.279], [-0.651, -0.221, -3.936], [-0.240, -1.157, -6.066], [-2.023, -2.537, -7.146], [-4.162, -2.887, -5.922], [-4.498, -1.790, -3.718], [-1.751, 5.236, -0.860], [-2.127, 3.886, -0.851], [-1.194, 2.915, -0.597], [0.159, 3.246, -0.367], [1.155, 2.259, -0.138], [2.470, 2.629, 0.052], [2.823, 3.983, 0.089], [1.880, 4.959, -0.108], [0.535, 4.620, -0.360], [-0.455, 5.595, -0.602], [-2.497, 5.990, -1.056], [-3.153, 3.608, -1.033], [-1.485, 1.865, -0.546], [3.241, 1.880, 0.195], [3.852, 4.251, 0.266], [2.164, 6.001, -0.085], [-0.170, 6.635, -0.566]],
  "atomic_forces_ev_per_a": [[-1.13, -0.44, -0.03], [0.10, 0.13, -0.08], [0.17, 1.47, 1.77], [1.51, -0.25, -1.74], [-1.63, 0.21, 1.00], [0.84, 0.03, -0.78], [-0.11, -0.26, -0.14], [0.15, 0.68, -0.49], [0.98, -0.97, -1.90], [0.05, 0.72, 0.78], [0.86, 0.13, -0.40], [-0.69, -0.34, 0.16], [0.11, 0.24, -0.03], [-0.63, -0.77, 0.38], [-0.01, -0.01, 0.02], [0.04, -0.08, 0.06], [-0.05, -0.01, -0.09], [-0.05, -0.05, 0.00], [-0.02, 0.10, -0.04], [-0.06, 0.05, 0.05], [-0.08, -0.04, -0.02], [0.11, 0.02, -0.01], [-0.06, 0.03, 0.08], [0.24, 0.34, -0.19], [0.11, -0.19, 0.33], [0.01, -0.03, 0.01], [0.04, -0.03, -0.03], [-0.01, 0.05, -0.02], [-0.25, -0.15, -0.14], [-0.27, 0.34, 0.35], [-0.01, 0.43, 0.39], [-0.07, -0.19, -0.14], [-0.13, -0.23, -0.42], [0.18, 0.01, 0.03], [0.13, 0.15, 0.18], [0.11, -0.32, -0.32], [-0.26, 0.01, -0.07], [0.04, -0.01, 0.03], [0.11, 0.00, -0.06], [-0.08, -0.03, -0.01], [-0.06, 0.10, 0.01], [0.22, 0.24, 0.06], [0.12, -0.42, 0.04], [-0.19, -0.16, 0.14], [-0.06, 0.02, 0.08], [0.17, -0.56, 1.56], [-0.39, -0.52, 0.08], [0.00, 0.49, -0.51], [0.33, -0.21, 0.05], [-0.10, -0.44, -0.14], [-0.25, 0.01, -0.02], [-0.05, 0.12, 0.00], [-0.09, -0.02, -0.04], [-0.09, 0.26, -0.05], [-0.05, 0.03, 0.29], [0.16, 0.07, 0.02], [0.00, 0.10, 0.07], [0.03, 0.14, -0.08]],
  "fmax_ha_per_bohr": 0.04567,
  "total_charge": 1,
  "e_tot_ha": -2185.2299
}

Record 2
{
  "formula": "C26H23N2O2P2S2V",
  "method": "ωB97M-V/def2-TZVPD",
  "elements": ["V", "S", "P", "C", "P", "S", "C", "C", "C", "C", "C", "C", "C", "C", "C", "C", "C", "C", "C", "C", "C", "C", "C", "C", "C", "C", "C", "C", "C", "C", "H", "H", "H", "H", "H", "H", "H", "H", "H", "H", "H", "H", "H", "H", "H", "H", "H", "H", "H", "H", "N", "N", "C", "O", "O", "H", "H", "H"],
  "coordinates": [[0.596, 0.422, -2.546], [-0.413, -1.652, -2.361], [0.333, -1.307, -0.469], [0.646, 0.380, -0.617], [-0.444, 1.683, -0.386], [-0.710, 2.279, -2.345], [0.218, 3.010, 0.607], [-0.571, 4.120, 0.905], [-0.035, 5.146, 1.663], [1.275, 5.062, 2.123], [2.057, 3.956, 1.825], [1.531, 2.924, 1.061], [-2.052, 1.237, 0.293], [-2.188, 1.184, 1.680], [-3.395, 0.793, 2.236], [-4.465, 0.465, 1.413], [-4.328, 0.517, 0.033], [-3.120, 0.898, -0.531], [-0.804, -1.848, 0.811], [-0.342, -1.803, 2.127], [-1.171, -2.219, 3.155], [-2.449, -2.684, 2.868], [-2.905, -2.726, 1.559], [-2.082, -2.306, 0.523], [1.861, -2.210, -0.246], [1.819, -3.556, 0.115], [3.002, -4.266, 0.226], [4.216, -3.637, -0.020], [4.256, -2.298, -0.379], [3.077, -1.577, -0.496], [-1.593, 4.178, 0.550], [-0.637, 6.013, 1.900], [1.686, 5.867, 2.717], [3.075, 3.896, 2.184], [2.131, 2.057, 0.812], [-1.359, 1.457, 2.323], [-3.503, 0.755, 3.312], [-5.410, 0.172, 1.850], [-5.164, 0.268, -0.607], [-3.013, 0.945, -1.607], [0.663, -1.458, 2.343], [-0.816, -2.192, 4.176], [-3.090, -3.020, 3.673], [-3.900, -3.090, 1.339], [-2.432, -2.336, -0.502], [0.871, -4.043, 0.313], [2.979, -5.311, 0.507], [5.137, -4.198, 0.069], [5.202, -1.813, -0.574], [3.098, -0.535, -0.787], [0.383, 0.370, -4.805], [1.692, 0.261, -5.284], [2.740, 0.269, -4.385], [3.885, 0.188, -4.717], [2.326, 0.381, -3.111], [-0.162, -0.447, -5.068], [-0.073, 1.198, -5.181], [1.871, 0.181, -6.271]],
  "atomic_forces_ev_per_a": [[0.58, -0.22, -0.19], [0.02, -0.09, -0.01], [0.01, -0.02, 0.12], [-0.18, -0.03, -0.14], [-0.15, 0.05, 0.05], [0.00, 0.15, 0.02], [0.08, -0.13, 0.01], [0.04, 0.00, 0.01], [-0.05, 0.04, 0.00], [0.03, -0.03, -0.01], [0.00, 0.02, 0.01], [-0.02, 0.04, 0.00], [0.14, 0.08, 0.03], [-0.03, -0.01, -0.01], [0.00, -0.01, 0.02], [0.02, 0.01, -0.01], [0.00, 0.01, -0.01], [-0.02, 0.00, 0.01], [0.10, -0.01, -0.10], [-0.04, -0.01, 0.03], [0.03, 0.01, 0.00], [0.00, 0.00, 0.00], [0.00, 0.00, -0.01], [-0.01, 0.02, 0.02], [-0.05, 0.10, 0.05], [0.03, 0.01, -0.01], [-0.03, -0.04, 0.01], [0.01, 0.02, -0.01], [-0.01, 0.00, 0.00], [0.00, -0.06, 0.01], [0.00, 0.01, 0.01], [0.00, -0.01, 0.00], [0.00, 0.00, 0.00], [0.00, 0.00, 0.00], [0.00, 0.00, 0.00], [0.00, -0.01, 0.00], [-0.01, 0.00, 0.00], [0.00, 0.00, 0.00], [0.00, 0.00, 0.01], [-0.01, 0.00, -0.01], [0.00, -0.01, 0.01], [-0.01, 0.00, 0.00], [0.00, 0.00, 0.00], [0.00, 0.00, 0.01], [0.00, -0.01, 0.01], [0.01, -0.01, 0.00], [0.00, 0.01, 0.00], [0.00, 0.00, 0.00], [0.00, 0.00, 0.00], [0.02, 0.01, 0.00], [-0.19, -0.05, -0.07], [-0.02, 0.01, 0.13], [0.14, 0.01, -0.20], [-0.05, -0.02, 0.00], [-0.41, 0.17, 0.30], [0.00, 0.01, -0.05], [0.01, 0.01, -0.02], [0.05, 0.00, -0.01]],
  "de_lowest_kj_mol": 0.0,
  "s_squared": 0.81,
  "fmax_ha_per_bohr": 0.01266,
  "total_charge": 1,
  "multiplicity": 2
}

Record 3
{
  "formula": "C5H8INS",
  "method": "ωB97M-V/def2-TZVPD",
  "elements": ["C", "C", "C", "C", "C", "N", "S", "I", "H", "H", "H", "H", "H", "H", "H", "H"],
  "coordinates": [[1.188, 1.863, 0.401], [0.684, -2.084, -1.016], [-0.470, 0.063, 0.198], [2.139, -1.862, -0.850], [-2.967, 0.774, 1.096], [0.207, 1.046, 0.358], [-1.955, -0.559, 0.391], [-0.142, -1.263, -2.756], [1.667, 1.866, 1.316], [1.464, 2.458, -0.537], [2.548, -2.618, -0.209], [2.329, -0.814, -0.280], [2.789, -1.865, -1.804], [-3.150, 1.669, 0.390], [-2.404, 0.986, 1.928], [-3.928, 0.339, 1.377]],
  "atomic_forces_ev_per_a": [[-0.73, 0.69, -2.72], [-0.27, 0.24, 0.59], [0.50, -0.45, 0.09], [1.26, 2.28, -0.85], [-1.27, 0.53, -2.70], [0.63, -0.09, -0.63], [-1.35, -0.68, -0.36], [0.40, -0.04, -0.44], [1.40, 0.62, 1.52], [-0.42, -0.79, 1.73], [0.08, -0.42, 0.60], [-0.57, -2.04, -1.31], [-1.07, 0.33, 1.22], [0.50, -1.49, 1.17], [0.79, 1.27, 2.12], [0.12, 0.03, -0.02]],
  "de_lowest_kj_mol": 497.8,
  "fmax_ha_per_bohr": 0.05900,
  "total_charge": 0
}

Record 4
{
  "formula": "C34H37MgN6O3P2S",
  "method": "ωB97M-V/def2-TZVPD",
  "elements": ["Mg", "O", "P", "C", "P", "O", "C", "C", "C", "C", "C", "C", "C", "C", "C", "C", "C", "C", "C", "C", "C", "C", "C", "C", "C", "C", "C", "C", "C", "C", "H", "H", "H", "H", "H", "H", "H", "H", "H", "H", "H", "H", "H", "H", "H", "H", "H", "H", "H", "H", "H", "H", "O", "N", "C", "C", "C", "C", "C", "S", "H", "H", "H", "H", "C", "N", "C", "C", "N", "N", "C", "N", "N", "H", "H", "H", "H", "H", "H", "H", "H", "H", "H", "H"],
  "coordinates": [[0.726, -0.403, -0.755], [1.233, 0.242, 1.033], [2.708, 0.334, 1.311], [3.636, 1.180, -0.059], [2.441, 2.188, -0.994], [1.313, 1.335, -1.478], [3.360, 2.824, -2.405], [3.588, 1.891, -3.422], [4.288, 2.256, -4.557], [4.756, 3.557, -4.698], [4.497, 4.495, -3.708], [3.797, 4.136, -2.568], [1.946, 3.488, 0.131], [0.596, 3.633, 0.437], [0.199, 4.606, 1.337], [1.140, 5.439, 1.927], [2.487, 5.299, 1.619], [2.893, 4.325, 0.725], [2.994, 1.410, 2.718], [1.898, 1.969, 3.386], [2.092, 2.740, 4.519], [3.375, 2.959, 5.009], [4.467, 2.388, 4.361], [4.283, 1.619, 3.227], [3.514, -1.213, 1.538], [2.750, -2.337, 1.943], [3.370, -3.535, 2.201], [4.770, -3.661, 2.086], [5.531, -2.559, 1.694], [4.928, -1.346, 1.423], [4.101, 0.471, -0.740], [4.414, 1.810, 0.375], [3.180, 0.889, -3.326], [4.455, 1.532, -5.344], [5.308, 3.843, -5.583], [4.828, 5.518, -3.834], [3.574, 4.875, -1.809], [-0.119, 2.960, -0.021], [-0.847, 4.716, 1.595], [0.831, 6.196, 2.637], [3.221, 5.941, 2.088], [3.945, 4.194, 0.501], [0.905, 1.790, 2.994], [1.239, 3.178, 5.023], [3.527, 3.562, 5.895], [5.467, 2.535, 4.751], [5.136, 1.164, 2.736], [1.674, -2.238, 2.006], [2.780, -4.394, 2.501], [5.257, -4.604, 2.305], [6.607, -2.655, 1.598], [5.534, -0.503, 1.100], [-1.112, 0.147, -0.953], [-1.395, 0.805, -2.067], [-2.141, 1.923, -1.981], [-2.499, 2.637, -3.093], [-2.059, 2.191, -4.342], [-1.276, 1.065, -4.419], [-0.921, 0.341, -3.265], [0.050, -1.052, -3.283], [-2.433, 2.192, -0.977], [-3.111, 3.520, -2.993], [-2.331, 2.729, -5.241], [-0.900, 0.692, -5.359], [-2.528, -3.431, -0.712], [-1.232, -3.911, -1.167], [-1.286, -4.442, -2.531], [-0.151, -3.147, -0.777], [-0.171, -2.151, 0.021], [1.076, -3.639, -1.214], [2.247, -2.930, -1.349], [3.323, -3.712, -1.698], [2.336, -1.667, -1.135], [-3.280, -4.174, -0.970], [-2.795, -2.479, -1.186], [-2.527, -3.308, 0.370], [-2.106, -5.156, -2.589], [-0.377, -4.965, -2.815], [-1.454, -3.642, -3.258], [-1.102, -1.837, 0.264], [1.088, -4.587, -1.535], [3.162, -4.627, -2.082], [4.134, -3.238, -2.054], [3.283, -1.349, -1.292]],
  "atomic_forces_ev_per_a": [[0.02, -0.53, -0.06], [-0.19, 0.40, 0.28], [1.60, -1.47, 0.71], [-0.53, 0.52, 0.05], [0.85, -0.27, 0.26], [0.12, 0.50, -0.44], [-0.16, 0.14, -0.19], [-0.05, -0.01, 0.14], [0.07, 0.05, -0.10], [-0.07, -0.01, 0.12], [0.08, 0.08, -0.14], [-0.09, -0.13, 0.22], [-0.01, 0.27, -0.16], [0.10, -0.15, -0.14], [-0.06, 0.17, 0.17], [0.05, -0.08, -0.09], [0.03, 0.08, 0.09], [-0.06, -0.19, -0.06], [-0.24, 0.36, 0.17], [0.13, -0.12, -0.17], [0.08, 0.08, 0.16], [-0.05, -0.05, -0.06], [0.03, 0.06, 0.07], [-0.17, -0.01, -0.22], [-0.69, 1.34, -0.14], [-0.03, -0.58, 0.16], [-0.33, 0.33, -0.05], [0.41, -0.33, 0.04], [-0.17, 0.16, -0.06], [0.50, -0.07, -0.14], [0.01, -0.07, -0.01], [0.03, 0.03, -0.07], [0.01, 0.00, -0.03], [0.01, -0.01, 0.02], [-0.02, 0.00, -0.02], [0.02, -0.01, 0.01], [0.04, 0.02, -0.03], [-0.01, -0.01, 0.03], [-0.01, -0.03, -0.04], [-0.04, -0.01, 0.00], [0.00, -0.01, 0.00], [0.01, 0.06, 0.05], [-0.01, 0.02, 0.02], [0.01, -0.01, 0.00], [-0.01, 0.00, 0.00], [-0.01, 0.02, 0.00], [0.02, -0.01, 0.05], [-0.03, -0.07, 0.02], [-0.05, 0.03, -0.01], [-0.03, 0.02, 0.00], [0.01, 0.02, 0.00], [0.05, -0.05, 0.04], [-1.11, 0.59, -0.10], [-0.06, 0.07, -0.19], [-0.12, 0.11, 0.02], [-0.01, 0.00, -0.02], [0.11, -0.13, -0.06], [-0.17, 0.26, 0.12], [-0.01, -0.21, 0.00], [0.00, -0.12, -0.30], [0.02, -0.08, 0.03], [0.01, 0.00, 0.06], [0.02, 0.00, 0.00], [-0.02, 0.00, -0.02], [0.02, 0.03, -0.01], [0.03, -0.02, -0.11], [0.00, 0.10, -0.05], [-0.10, -0.24, 0.37], [-0.14, -0.34, 0.17], [-0.12, 0.09, -0.32], [0.54, 0.15, 0.24], [-0.25, -0.06, -0.05], [0.09, -0.37, -0.44], [0.00, -0.02, 0.03], [0.01, 0.01, 0.03], [-0.03, -0.03, 0.00], [0.02, -0.02, 0.04], [0.01, -0.01, 0.05], [0.01, 0.00, 0.00], [-0.06, -0.10, -0.18], [-0.03, -0.08, 0.03], [0.03, 0.00, 0.02], [0.05, 0.02, 0.07], [0.10, -0.08, 0.10]],
  "de_lowest_kj_mol": 59.8,
  "s_squared": 0.76,
  "fmax_ha_per_bohr": 0.04443,
  "total_charge": 0,
  "multiplicity": 2
}

> Number 4 is which compound?

C34H37MgN6O3P2S

> Which formula does entry 1 have?

C24H25N5ORhS2